[1]
{"formula": "C3H8N2OS", "method": "the ωB97M-V functional and the def2-TZVPD basis", "energy_ha": -702.02613, "smiles": "CN(S)C(=O)CN", "homo_lumo_gap_ha": 0.3653, "relative_energy_kj_mol": 134.9, "homo_energy_ev": -9.2, "lumo_energy_ev": 0.74, "species": ["C", "N", "S", "C", "O", "C", "N", "H", "H", "H", "H", "H", "H", "H", "H"], "xyz": [[-1.91420, 1.04637, 0.37325], [-0.74840, 0.19784, -0.03949], [-0.95304, -1.48314, -0.21390], [0.43087, 0.82204, -0.27120], [0.57926, 2.03898, -0.11140], [1.59753, -0.06605, -0.54922], [1.90783, -0.75943, 0.72885], [-2.55064, 1.30413, -0.52382], [-1.51766, 1.99995, 0.74821], [-2.44178, 0.49767, 1.18324], [-0.23094, -1.81876, 0.90701], [1.44165, -0.80131, -1.33660], [2.38793, 0.61733, -0.87904], [1.88398, -0.06988, 1.45905], [2.84085, -1.19372, 0.61306]]}

[2]
{"formula": "C3H8N2OS", "method": "the ωB97M-V functional and the def2-TZVPD basis", "energy_ha": -701.85670, "smiles": "CS/C(CN)=N/O", "homo_lumo_gap_ha": 0.3202, "relative_energy_kj_mol": 579.7, "homo_energy_ev": -8.3, "lumo_energy_ev": 0.44, "species": ["C", "S", "C", "C", "N", "N", "O", "H", "H", "H", "H", "H", "H", "H", "H"], "xyz": [[2.36877, 0.06802, -1.34074], [0.88596, 1.22181, -1.06277], [0.16495, 0.13794, -0.06417], [-1.33746, 0.45219, 0.22881], [-1.61234, 0.34776, 1.58191], [0.54090, -1.14452, -0.05565], [-0.49939, -1.96020, 0.46345], [2.18759, -0.88304, -1.85704], [3.01080, 0.80990, -2.04272], [2.89022, 0.03272, -0.30113], [-1.86949, -0.64043, -0.27974], [-1.84919, 1.24485, -0.51530], [-1.36767, 1.27535, 2.22549], [-2.60798, 0.42571, 1.59948], [-0.90567, -1.38808, 1.42012]]}

[3]
{"formula": "C3H8N2OS", "method": "the ωB97M-V functional and the def2-TZVPD basis", "energy_ha": -701.96071, "smiles": "C/N=C(/CS)NO", "homo_lumo_gap_ha": 0.3583, "relative_energy_kj_mol": 306.7, "homo_energy_ev": -8.9, "lumo_energy_ev": 0.84, "species": ["C", "N", "C", "C", "S", "N", "O", "H", "H", "H", "H", "H", "H", "H", "H"], "xyz": [[-1.64932, -1.13313, -0.40612], [-0.43202, -1.01923, 0.33743], [0.22737, 0.08531, 0.39377], [1.67320, -0.04833, 0.89873], [2.90549, 0.24662, -0.40050], [-0.13961, 1.31845, -0.14598], [-1.43721, 1.78994, 0.05375], [-1.60029, -0.62615, -1.41537], [-2.47642, -0.66191, 0.14034], [-1.88119, -2.21399, -0.55629], [1.85238, -1.07497, 1.25097], [1.82886, 0.66608, 1.71400], [2.56237, -0.74733, -1.21483], [0.51122, 2.09759, -0.02292], [-1.94485, 1.32107, -0.62699]]}

[4]
{"formula": "C3H8N2OS2", "method": "the ωB97M-V functional and the def2-TZVPD basis", "energy_ha": -1100.03001, "smiles": "NC(=S)N(O)CCS", "homo_lumo_gap_ha": 0.3220, "relative_energy_kj_mol": 591.6, "homo_energy_ev": -8.8, "lumo_energy_ev": -0.07, "species": ["N", "C", "S", "N", "O", "C", "C", "S", "H", "H", "H", "H", "H", "H", "H", "H"], "xyz": [[-2.08980, 0.95003, 1.38999], [-1.41353, 0.33361, 0.24182], [-2.13525, 0.20069, -1.30093], [-0.15443, -0.26513, 0.69489], [0.21626, 0.72731, 1.83799], [0.70061, 0.15992, -0.39362], [1.44306, -1.10347, -0.89956], [2.46144, -0.94249, -2.40439], [-3.16274, 1.32079, 1.29732], [-1.79900, 1.43678, 2.17772], [0.21969, 0.19035, 2.79709], [1.51400, 1.03166, -0.15171], [-0.20736, 0.56539, -1.05925], [0.63016, -2.04322, -0.69330], [2.30150, -1.37953, -0.11736], [1.47539, -1.18271, -3.41670]]}

[5]
{"formula": "C3H8N2S", "method": "the ωB97M-V functional and the def2-TZVPD basis", "energy_ha": -626.75771, "smiles": "CS/N=C\\CN", "homo_lumo_gap_ha": 0.3411, "relative_energy_kj_mol": 172.2, "homo_energy_ev": -8.4, "lumo_energy_ev": 0.90, "species": ["C", "S", "N", "C", "C", "N", "H", "H", "H", "H", "H", "H", "H", "H"], "xyz": [[-2.83204, -0.09878, 0.16416], [-1.17928, -0.68638, -0.34782], [-0.51980, 0.74246, 0.11376], [0.76038, 0.94029, -0.07079], [1.78842, -0.03660, -0.61598], [2.23757, -0.91914, 0.39744], [-3.55078, -0.87238, -0.09378], [-3.04128, 0.80669, -0.45447], [-2.82806, 0.18537, 1.20864], [1.16725, 1.88042, 0.25868], [1.37250, -0.55481, -1.54248], [2.62822, 0.54369, -0.97305], [1.45409, -1.51612, 0.73564], [2.54282, -0.41471, 1.22006]]}

[6]
{"formula": "C3H8N2S", "method": "the ωB97M-V functional and the def2-TZVPD basis", "energy_ha": -626.76243, "smiles": "[H]/N=C/N(S)CC", "homo_lumo_gap_ha": 0.3592, "relative_energy_kj_mol": 159.8, "homo_energy_ev": -9.0, "lumo_energy_ev": 0.74, "species": ["H", "N", "C", "N", "S", "C", "C", "H", "H", "H", "H", "H", "H", "H"], "xyz": [[-1.86078, -2.56272, -0.25148], [-1.56806, -1.60867, -0.00574], [-0.32471, -1.62354, -0.17961], [0.49613, -0.47546, 0.10720], [2.15347, -0.60594, -0.21682], [0.04582, 0.83314, 0.65511], [-0.44405, 1.73746, -0.50945], [0.32687, -2.42216, -0.61588], [2.57922, -1.01586, 1.01063], [0.94227, 1.26576, 1.23499], [-0.85760, 0.63625, 1.24991], [-1.23026, 1.23664, -1.14212], [0.46678, 1.90079, -1.09876], [-0.72511, 2.70433, -0.23799]]}

[7]
{"formula": "C3H8N2S", "method": "the ωB97M-V functional and the def2-TZVPD basis", "energy_ha": -626.75655, "smiles": "CCNNC=S", "homo_lumo_gap_ha": 0.3381, "relative_energy_kj_mol": 175.2, "homo_energy_ev": -8.4, "lumo_energy_ev": 0.84, "species": ["C", "C", "N", "N", "C", "S", "H", "H", "H", "H", "H", "H", "H", "H"], "xyz": [[2.20742, 0.12890, -0.24099], [0.76920, 0.51953, 0.10755], [-0.15786, -0.59814, 0.07856], [-1.43036, -0.23515, 0.47945], [-2.47403, -0.34417, -0.34288], [-3.97627, 0.23669, -0.06041], [2.70818, -0.46017, 0.51606], [2.10195, -0.54131, -1.12319], [2.82776, 0.96111, -0.50249], [0.61334, 1.11533, 1.02163], [0.43943, 1.09692, -0.77389], [0.14039, -1.26249, 0.74671], [-1.61068, 0.16193, 1.41124], [-2.15846, -0.77897, -1.31735]]}

[8]
{"formula": "C3H8N2S", "method": "the ωB97M-V functional and the def2-TZVPD basis", "energy_ha": -626.73746, "smiles": "CN/N=C\\SC", "homo_lumo_gap_ha": 0.3229, "relative_energy_kj_mol": 225.3, "homo_energy_ev": -7.9, "lumo_energy_ev": 0.88, "species": ["C", "N", "N", "C", "S", "C", "H", "H", "H", "H", "H", "H", "H", "H"], "xyz": [[2.51094, -0.16690, -1.85153], [1.32058, -0.42876, -1.10214], [1.36574, -0.36758, 0.27151], [0.22234, -0.20700, 0.88964], [-1.42660, 0.02986, 0.19330], [-2.29777, 0.84928, 1.49293], [3.39798, -0.66704, -1.44028], [2.26650, -0.58175, -2.88292], [2.73579, 0.94086, -1.96740], [0.36066, -0.16160, -1.48886], [0.24107, -0.21586, 2.01750], [-2.49933, 1.89669, 1.27208], [-3.27206, 0.34026, 1.56594], [-1.82230, 0.69277, 2.45936]]}

> Number 2 is which compound?

C3H8N2OS